Entry 1:
52
Properties=species:S:1:pos:R:3:forces:R:3 method="wB97M-V/def2-TZVPD" homo_lumo_gap_ev="7.98 / 7.31" e_above_lowest_kj_mol=0.0 spin_multiplicity=4 lumo_ev="-6.0 / -9.0" charge=+2
Ti 0.3354 -0.7430 0.1219 -0.3 0.4 -0.3
C 3.2114 3.6171 -0.7517 0.0 0.0 0.1
N 2.2600 2.8469 0.0054 0.0 0.0 0.0
C 1.9932 3.1771 1.3843 0.0 0.0 0.0
C 1.4992 1.8099 -0.6618 0.0 0.0 -0.3
O 1.6943 0.5945 -0.2276 -0.1 -0.2 0.2
C 0.1407 2.1959 -1.1975 0.0 0.0 0.0
O -0.5424 0.9520 -1.3423 0.0 0.0 0.1
C -1.9619 1.0339 -1.3017 0.0 0.0 0.0
C -2.4381 -0.3087 -0.7707 0.1 0.0 0.0
O -1.5483 -1.1888 -0.5749 0.2 -0.1 0.1
N -3.7035 -0.5195 -0.5342 -0.1 0.0 0.0
C -4.1687 -1.7792 0.0576 0.0 0.0 0.0
C -4.7515 0.4775 -0.7649 0.0 0.0 0.0
H 2.7345 4.5677 -1.0334 0.0 0.0 0.0
H 3.4905 3.0766 -1.6513 0.0 0.0 0.0
H 4.0740 3.8584 -0.1303 0.0 0.0 0.0
H 1.2924 4.0238 1.4117 0.0 0.0 0.0
H 2.9159 3.4965 1.8678 0.0 0.0 0.0
H 1.5479 2.3248 1.8868 0.0 0.0 0.0
H 0.2131 2.6992 -2.1661 0.0 0.0 0.0
H -0.4020 2.8526 -0.5049 0.0 0.0 0.0
H -2.3606 1.2205 -2.3018 0.0 0.0 0.0
H -2.2790 1.8323 -0.6278 0.0 0.0 0.0
H -3.3634 -2.5032 0.0648 0.0 0.0 0.0
H -5.0010 -2.1548 -0.5337 0.0 0.0 0.0
H -4.5041 -1.5864 1.0760 0.0 0.0 0.0
H -4.3633 1.3620 -1.2582 0.0 0.0 0.0
H -5.1902 0.7608 0.1910 0.0 0.0 0.0
H -5.5212 0.0373 -1.3959 0.0 0.0 0.0
N 1.1619 -2.4866 1.1433 0.0 0.0 0.0
C 2.5076 -2.9678 0.7169 0.0 0.0 0.0
C 2.5008 -3.4673 -0.7168 0.0 0.0 0.0
C 2.3028 -2.3832 -1.7610 0.0 0.0 0.0
N 0.9378 -1.7922 -1.6873 0.0 0.0 0.0
H 1.1972 -2.2186 2.1267 0.0 0.0 0.0
H 0.5076 -3.2691 1.1160 0.0 0.0 0.0
H 2.8356 -3.7609 1.3884 0.0 0.0 0.0
H 3.2033 -2.1341 0.8292 0.0 0.0 0.0
H 1.7453 -4.2519 -0.8383 0.0 0.0 0.0
H 3.4597 -3.9496 -0.9100 0.0 0.0 0.0
H 2.4728 -2.7895 -2.7582 0.0 0.0 0.0
H 3.0150 -1.5712 -1.6058 0.0 0.0 0.0
H 0.2459 -2.5033 -1.9212 0.0 0.0 0.0
H 0.8409 -1.0873 -2.4168 0.0 0.0 0.0
F -0.9137 -1.0512 1.9894 0.0 0.0 0.0
P -0.6379 0.4014 2.8142 0.0 0.0 0.1
F 0.9569 0.1066 2.4488 0.0 0.0 0.1
F -0.2696 1.8200 3.3791 0.0 0.0 0.0
F -2.1872 0.6205 2.9203 0.0 0.0 0.0
F -0.6814 1.0561 1.2380 0.0 0.0 0.1
F -0.5045 -0.3546 4.1684 0.0 0.0 0.0


Entry 2:
51
Properties=species:S:1:pos:R:3:forces:R:3 method="wB97M-V/def2-TZVPD" homo_lumo_gap_ev="5.21 / 6.68" spin_multiplicity=6 lumo_ev="-4.2 / -5.3" charge=+1
O -2.4222 -1.2803 -2.3795 0.4 -0.9 1.4
H -2.9241 -0.8362 -1.6056 0.4 -0.4 -0.6
Ru -0.2968 -0.5634 -0.4299 1.4 2.0 0.5
N -0.0355 -1.0969 1.5103 0.5 -1.2 1.6
N -2.1924 -0.4148 0.4185 -1.8 0.5 -0.2
N 1.6902 -0.3669 -0.7163 0.8 -0.2 0.7
N -0.0819 0.3723 -2.3277 -2.1 -0.5 1.1
O 1.1094 -1.4047 2.0642 -1.9 0.6 -1.1
O 2.6191 -0.6716 0.2163 -1.5 -0.2 0.3
O -1.0242 0.6886 -3.1388 -0.6 0.1 -0.4
O -3.2791 -0.1092 -0.2072 1.3 -0.4 0.7
C -2.3269 -0.7158 1.7448 0.5 0.1 -0.1
C -1.1262 -1.1484 2.3415 0.9 0.3 -0.7
C 2.1860 0.0944 -1.9028 -1.3 0.9 -1.2
C 1.1874 0.5863 -2.7756 3.1 -0.7 0.8
C -0.8873 -1.6117 3.7242 -0.6 0.0 0.7
H -0.1596 -0.9736 4.2428 -0.1 -0.2 -0.2
H -0.5051 -2.6421 3.7494 0.0 0.3 -0.2
H -1.8199 -1.5931 4.2912 0.1 0.0 0.0
C -3.6394 -0.5447 2.4261 -0.2 -0.3 0.4
H -4.4620 -0.7981 1.7480 0.2 0.1 0.2
H -3.7797 0.5020 2.7472 0.1 -0.3 -0.2
H -3.6929 -1.1843 3.3212 0.0 0.3 -0.4
C 3.6413 0.1161 -2.1569 0.7 0.2 -0.4
C 1.4292 1.1992 -4.1047 0.1 0.2 -0.4
H 4.1662 -0.7074 -1.6646 -0.2 0.2 0.0
H 4.0975 1.0582 -1.8262 -0.1 -0.2 0.1
H 3.8416 0.0476 -3.2299 -0.1 0.0 0.1
H 0.4883 1.5829 -4.5107 0.3 -0.1 0.1
H 1.8245 0.4543 -4.8154 0.0 0.3 0.2
H 2.1456 2.0326 -4.0398 -0.1 -0.4 0.0
H 2.0049 -1.0045 1.0647 1.1 0.2 -0.9
H -1.9671 -0.4807 -2.7886 0.2 0.4 -0.3
C -0.9926 -2.2833 -1.5549 -2.1 -1.8 -1.7
H -1.3376 -2.6227 -0.5226 1.2 0.8 -0.7
H -0.0497 -2.1844 -2.1430 -0.1 0.4 1.2
H -1.3621 -3.1693 -2.0906 -0.5 0.3 -0.2
O 0.4396 -5.4453 -1.2208 0.4 0.4 0.3
H 1.3867 -5.3380 -1.4090 -0.4 -0.1 0.0
H 0.4137 -5.5554 -0.2582 0.0 -0.1 -0.3
C 0.1748 3.5643 3.2933 0.0 0.2 0.3
N 0.6865 3.8071 1.9632 -0.1 -0.3 -0.4
C 0.4969 2.9512 0.9262 0.2 0.0 -0.1
N 1.0454 3.3912 -0.2609 -0.2 -0.3 0.1
O -0.0708 1.8542 1.0456 0.2 0.2 -0.3
H -0.2126 2.5438 3.3559 0.1 0.2 -0.1
H -0.6333 4.2677 3.5313 0.1 -0.2 0.0
H 0.9792 3.6946 4.0256 -0.2 -0.1 -0.1
H 1.1807 4.6652 1.7733 -0.1 -0.1 0.2
H 0.7539 2.9051 -1.0982 0.0 0.2 0.2
H 1.2923 4.3680 -0.3462 -0.1 -0.3 -0.2